Record 1
ORCA calculation (the ωB97M-V functional and the def2-TZVPD basis) on a 11-piece molecular cluster, C40H71Cl4N9 overall at a distorted geometry.

Values from the calculation:
ΔE to the lowest compared entry with this formula, charge and spin ... 189.83 kJ/mol
Charge ... +1
Spin multiplicity ... 2
Orbital gap (alpha / beta) ... 9.9 / 2.8 eV
<S²> ... 0.754

Element x y z (Å)
C  1.800  -0.953  -7.483
C  1.283  0.248  -6.825
C  0.486  0.163  -5.575
C  -0.778  -0.598  -5.700
N  -1.780  -1.194  -5.720
H  2.423  -0.735  -8.351
H  1.003  -1.630  -7.791
H  2.391  -1.565  -6.802
H  0.655  0.810  -7.516
H  2.055  0.999  -6.654
H  0.264  1.178  -5.248
H  0.902  -0.390  -4.732
C  0.539  -0.012  -1.621
C  0.004  -0.430  -0.252
C  0.024  0.804  0.625
C  -0.664  0.670  1.935
N  -1.158  0.548  2.984
H  1.558  0.372  -1.581
H  -0.075  0.735  -2.124
H  0.551  -0.960  -2.160
H  0.603  -1.182  0.262
H  -1.025  -0.739  -0.436
H  -0.588  1.629  0.262
H  1.026  1.199  0.794
C  0.814  4.128  -2.208
C  -0.325  4.488  -3.220
C  -1.612  4.837  -2.499
C  -1.586  6.022  -1.642
N  -1.603  6.863  -0.863
H  0.894  4.870  -1.413
H  1.813  4.115  -2.644
H  0.734  3.144  -1.744
H  -0.368  3.673  -3.942
H  -0.015  5.368  -3.784
H  -1.842  3.909  -1.975
H  -2.465  4.786  -3.175
C  -2.781  3.295  1.423
C  -3.348  4.305  2.351
C  -2.449  5.589  2.438
C  -1.275  5.534  3.334
N  -0.320  5.472  4.018
H  -1.704  3.172  1.303
H  -2.999  3.571  0.392
H  -3.238  2.330  1.644
H  -3.396  3.830  3.331
H  -4.365  4.561  2.053
H  -2.997  6.465  2.784
H  -2.085  5.904  1.460
C  -3.241  -2.991  -0.901
C  -3.146  -4.027  0.209
C  -4.453  -4.163  0.996
C  -4.935  -2.842  1.588
N  -5.297  -1.830  1.964
H  -2.307  -2.921  -1.458
H  -3.356  -2.089  -0.300
H  -4.088  -3.017  -1.587
H  -2.310  -3.827  0.879
H  -2.862  -4.982  -0.232
H  -4.414  -4.756  1.909
H  -5.345  -4.501  0.469
C  3.961  -4.697  0.748
C  2.747  -3.946  1.186
C  2.589  -3.530  2.616
C  3.767  -2.862  3.179
N  4.659  -2.378  3.566
H  4.797  -4.031  0.962
H  4.085  -4.633  -0.333
H  4.085  -5.686  1.191
H  1.926  -4.602  0.894
H  2.538  -3.134  0.491
H  2.376  -4.432  3.189
H  1.739  -2.849  2.584
C  -0.095  2.502  5.827
C  0.825  1.478  6.439
C  1.868  0.899  5.418
C  2.753  1.748  4.710
N  3.507  2.406  4.216
H  0.508  3.272  5.347
H  -0.731  2.955  6.589
H  -0.799  2.014  5.153
H  0.262  0.713  6.974
H  1.425  1.843  7.272
H  1.329  0.468  4.574
H  2.329  0.077  5.966
C  5.387  1.105  -1.427
C  6.003  1.194  0.052
C  5.593  -0.006  0.875
C  4.194  -0.147  1.195
N  3.043  -0.244  1.485
H  6.028  0.621  -2.164
H  5.124  2.076  -1.847
H  4.476  0.507  -1.396
H  5.763  2.050  0.684
H  7.082  1.286  -0.075
H  5.898  0.151  1.910
H  5.958  -0.939  0.445
C  1.496  -3.705  -2.720
C  2.212  -4.992  -3.180
C  1.328  -6.215  -2.869
C  0.888  -6.283  -1.435
N  0.565  -6.322  -0.376
H  1.756  -2.836  -3.324
H  1.835  -3.561  -1.694
H  0.410  -3.794  -2.771
H  3.023  -5.226  -2.491
H  2.553  -4.993  -4.215
H  1.932  -7.121  -2.926
H  0.431  -6.309  -3.480
Cl  -2.946  0.986  -1.293
C  -4.455  1.020  -2.109
C  -4.705  2.442  -2.676
Cl  -3.533  2.669  -3.902
H  -5.166  0.683  -1.355
H  -4.539  0.271  -2.896
H  -4.647  3.208  -1.903
H  -5.706  2.587  -3.082
Cl  -5.675  0.095  4.788
C  -3.887  0.180  4.468
C  -3.134  -0.254  5.710
Cl  -3.313  -2.007  6.028
H  -3.707  1.211  4.164
H  -3.671  -0.483  3.630
H  -3.498  0.298  6.576
H  -2.072  -0.047  5.586

Cartesian forces, eV/Å:
C 0.431 -1.873 -0.146
C 0.005 2.332 -0.704
C -1.296 -0.982 1.058
C -1.900 -0.518 -0.236
N 1.793 0.964 0.008
H -0.115 0.091 0.047
H -0.180 0.118 -0.221
H 0.302 0.064 0.113
H -0.251 -0.127 -0.317
H 0.467 -0.250 0.235
H -0.189 -0.104 0.202
H 0.926 0.297 0.055
C 0.515 -1.035 0.167
C -0.145 1.300 -0.173
C -1.198 0.867 1.492
C 0.167 -0.914 1.812
N 0.447 0.146 -1.775
H 0.096 -0.038 0.132
H -0.226 -0.184 0.075
H 0.095 0.286 -0.704
H -0.056 -0.245 -0.394
H 0.033 -0.385 0.449
H 0.191 0.135 -0.996
H 0.061 -0.190 0.107
C 0.072 0.404 -0.235
C 2.017 0.600 0.520
C -0.509 -1.534 -0.636
C -0.122 -0.946 -0.045
N 0.038 0.288 0.025
H -0.231 0.032 0.116
H -0.104 0.102 -0.466
H -0.528 -0.064 0.019
H -0.759 -0.008 0.095
H 0.201 -0.009 -0.111
H -0.070 0.264 1.129
H 0.116 1.026 -0.191
C -0.059 -0.672 -1.720
C 1.309 1.048 1.013
C -0.320 0.360 0.323
C 2.298 -0.807 1.423
N -2.711 0.187 -1.825
H 0.211 0.166 1.114
H -0.582 -0.105 -0.184
H 0.171 -0.195 -0.377
H -0.137 0.352 0.324
H 0.104 0.169 0.021
H -0.357 -0.087 0.070
H 0.015 -0.238 -0.205
C 0.328 0.899 1.092
C -0.266 -1.134 -0.742
C -0.927 1.507 1.466
C 1.079 -1.852 -1.456
N -0.372 1.303 0.881
H -0.106 -0.008 -0.046
H 0.064 0.721 -0.607
H 0.010 -0.548 0.114
H -0.127 0.399 0.085
H -0.383 -0.340 0.175
H 0.470 -0.549 -0.239
H 0.340 -0.251 -0.512
C 1.465 1.466 -0.111
C -1.278 -0.862 -2.032
C -0.005 -0.052 0.015
C -7.911 -4.235 -3.494
N 7.803 4.228 3.411
H 0.629 -0.414 0.792
H -0.625 -0.918 -0.245
H 0.072 0.108 -0.252
H -0.517 -0.100 0.634
H 0.548 0.601 0.236
H -0.122 0.239 0.359
H -0.006 0.017 0.717
C -0.104 0.050 0.552
C 1.157 0.220 0.014
C -2.562 -1.659 0.690
C -1.503 -1.296 2.615
N 2.861 2.613 -2.299
H -0.456 0.092 -0.244
H 0.175 0.284 0.133
H 0.274 0.125 -0.523
H -0.020 -0.667 -0.618
H 0.007 0.726 -0.068
H -0.469 -0.608 0.130
H 0.669 0.092 -0.469
C -0.106 0.421 1.238
C -0.428 0.213 -1.676
C 0.488 -0.240 0.785
C -5.534 -0.216 0.219
N 4.301 0.317 -1.159
H 0.357 -0.044 0.367
H 0.055 0.074 0.182
H -0.175 0.072 0.036
H -0.544 0.435 -0.720
H 0.080 -0.526 0.315
H 1.179 -0.414 0.075
H 0.093 -0.112 0.343
C 0.664 -0.219 -0.300
C -0.891 -0.500 1.068
C -0.203 -0.624 0.833
C 1.751 0.823 -6.268
N -1.675 -0.222 5.449
H 0.216 -0.001 0.095
H -0.466 0.443 0.059
H -0.023 -0.101 0.130
H 0.676 0.688 -0.460
H -0.111 -0.090 0.135
H -0.087 -0.150 -0.647
H 0.101 -0.015 -0.122
Cl 1.633 -0.298 0.566
C -2.135 0.422 -0.290
C -1.202 -0.981 1.374
Cl 0.850 0.479 -1.538
H -0.374 0.521 -0.065
H 0.527 0.154 -0.148
H 0.494 -0.087 0.105
H 0.030 -0.493 -0.228
Cl 1.007 -0.301 -0.332
C -0.187 0.079 0.292
C -0.574 -0.247 0.557
Cl -0.055 0.764 -0.259
H 0.055 0.000 -0.063
H -0.259 -0.143 -0.323
H 0.121 -0.209 0.106
H 0.122 0.040 -0.370

---

Record 2
ORCA calculation (the ωB97M-V functional and the def2-TZVPD basis) on a 17-piece molecular cluster, C40H72N15O2 overall at a distorted geometry.

Values from the calculation:
ΔE to the lowest compared entry with this formula, charge and spin ... 365.60 kJ/mol
Charge ... +1
Orbital gap ... 9.8 eV

Element x y z (Å)
C  -1.840  2.413  1.588
C  -0.742  1.795  0.590
C  -0.878  0.208  0.742
N  0.270  -0.618  0.126
C  1.537  -0.469  0.919
C  0.561  -0.250  -1.226
C  1.292  -1.482  -1.984
C  0.769  -2.754  -1.151
C  -0.002  -2.066  0.052
H  -1.717  1.716  2.466
H  -2.772  2.428  1.021
H  -1.521  3.439  1.898
H  0.355  2.047  0.789
H  -1.061  2.375  -0.401
H  -1.773  -0.002  0.148
H  -0.987  -0.175  1.729
H  1.410  -0.737  1.874
H  1.805  0.662  1.075
H  2.341  -1.035  0.718
H  1.279  0.621  -1.458
H  -0.312  -0.143  -1.766
H  2.362  -1.190  -1.902
H  0.956  -1.477  -3.097
H  1.532  -3.407  -1.051
H  0.084  -3.289  -1.581
H  0.152  -2.720  0.858
H  -1.090  -2.133  -0.198
C  -3.829  5.507  -1.800
C  -2.475  5.161  -1.294
N  -1.373  4.851  -0.890
H  -3.496  6.297  -2.694
H  -4.410  4.654  -2.391
H  -4.384  6.063  -1.056
C  -2.135  2.155  -3.565
C  -3.114  1.935  -2.390
N  -3.797  1.634  -1.448
H  -1.039  2.549  -3.195
H  -2.084  1.220  -4.033
H  -2.470  3.009  -4.380
C  4.079  0.343  -4.816
C  4.534  0.234  -6.272
N  4.740  0.169  -7.363
H  4.829  0.391  -4.251
H  3.446  1.074  -4.683
H  3.464  -0.475  -4.224
C  -1.986  -6.515  0.512
C  -0.726  -6.290  -0.174
N  0.291  -6.055  -0.805
H  -1.762  -6.760  1.569
H  -2.574  -5.669  0.649
H  -2.520  -7.214  0.204
C  -4.544  -2.319  -0.185
C  -4.416  -1.119  0.714
N  -4.324  -0.199  1.460
H  -5.354  -2.469  -0.701
H  -3.677  -2.402  -0.959
H  -4.497  -3.194  0.424
C  1.562  -5.527  2.665
C  0.868  -6.964  2.828
N  0.414  -8.031  2.744
H  2.697  -5.655  2.515
H  1.159  -5.003  1.838
H  1.258  -4.920  3.524
C  1.954  3.645  -2.102
C  1.538  2.812  -3.267
N  1.165  2.117  -4.131
H  1.683  3.368  -1.283
H  3.032  3.550  -2.068
H  1.770  4.664  -2.233
C  3.699  -0.487  5.165
C  2.644  -1.601  4.513
N  1.904  -2.387  4.127
H  3.580  -0.423  6.205
H  4.750  -1.109  5.073
H  3.418  0.439  4.851
C  5.477  -1.804  0.720
C  4.370  -2.767  0.783
N  3.459  -3.558  0.835
H  6.193  -2.510  0.419
H  4.920  -1.228  -0.032
H  5.707  -1.320  1.747
C  1.271  2.883  4.732
C  0.582  1.534  4.328
N  0.075  0.520  4.088
H  0.554  3.606  4.825
H  1.659  2.933  5.708
H  1.959  3.253  3.894
C  5.797  2.606  -0.862
C  4.736  1.602  -1.214
N  3.950  0.815  -1.482
H  5.450  3.445  -0.284
H  6.727  2.231  -0.386
H  6.325  3.001  -1.789
C  -4.199  -2.872  -4.162
C  -3.125  -1.917  -3.505
N  -2.283  -1.357  -3.095
H  -4.614  -2.196  -4.828
H  -3.991  -3.744  -4.739
H  -4.824  -3.087  -3.475
C  -2.576  -2.033  4.213
C  -2.314  -2.943  3.038
N  -2.114  -3.627  2.112
H  -3.188  -2.482  5.090
H  -1.669  -1.660  4.657
H  -3.204  -1.109  3.992
C  1.284  4.966  1.608
C  2.321  3.928  1.366
N  2.959  3.028  1.249
H  0.404  4.535  2.274
H  1.779  5.736  1.963
H  0.851  5.699  0.859
C  -2.560  2.818  5.295
C  -4.001  3.430  5.762
O  -3.571  4.613  6.456
H  -2.137  3.459  4.587
H  -2.909  1.909  4.773
H  -1.769  2.678  6.027
H  -4.492  2.627  6.449
H  -4.582  3.548  4.921
H  -3.132  5.103  5.805
C  0.096  -0.927  -6.138
C  -1.307  -1.497  -6.461
O  -1.068  -2.470  -7.645
H  -0.155  -0.082  -5.248
H  0.640  -0.706  -6.980
H  0.469  -1.647  -5.815
H  -2.085  -0.778  -6.704
H  -1.758  -2.150  -5.620
H  -1.908  -2.788  -7.783

Cartesian forces, eV/Å:
C 2.875 -0.880 0.261
C 0.034 0.928 -0.212
C 0.023 1.351 -2.669
N 2.113 0.129 1.759
C -1.693 5.741 -0.090
C 3.365 0.002 -3.862
C -1.554 0.759 0.198
C 1.563 7.138 1.016
C -1.595 -2.018 -2.538
H -1.217 1.069 -0.553
H -0.136 -0.198 0.705
H -0.486 -0.743 -0.339
H -1.598 0.145 0.084
H 1.075 -2.244 1.430
H 0.124 -0.597 0.160
H -0.055 0.188 0.940
H -1.553 -1.267 3.793
H -0.289 -2.083 -1.047
H 2.576 -1.975 -2.319
H -1.461 -0.911 1.328
H -2.168 0.660 -0.765
H -0.499 -1.142 -0.168
H 0.662 0.027 1.966
H 2.640 -1.833 1.692
H -4.013 -2.646 -3.189
H 0.287 0.264 2.097
H 0.808 -0.006 0.184
C 1.363 0.768 -3.913
C 4.785 -2.290 2.102
N -5.924 1.818 -2.251
H -1.251 -1.767 2.221
H 1.382 1.647 1.843
H -0.292 -0.211 0.009
C 0.429 4.093 0.975
C -1.451 -0.820 2.669
N 3.098 1.547 -4.408
H -2.989 -1.324 -0.681
H 0.445 -1.276 -0.853
H 0.425 -2.280 2.307
C -3.269 -5.558 -4.422
C -2.567 -0.285 6.794
N 1.222 -0.194 -4.795
H 6.358 0.999 4.447
H -2.893 4.476 0.274
H 1.127 0.530 -2.296
C 5.296 4.371 4.378
C 5.556 1.568 -4.095
N -5.962 -1.342 3.842
H 0.245 -0.125 -0.421
H -0.763 1.930 -0.360
H -4.392 -6.397 -3.340
C 6.190 1.028 1.756
C -0.151 2.320 1.565
N -0.204 -3.562 -2.774
H -4.986 0.305 -2.722
H -1.231 0.474 1.627
H 0.468 -0.599 0.728
C 0.284 -2.690 1.347
C 0.915 1.221 -1.232
N 0.509 1.599 0.444
H -1.969 0.188 0.506
H -0.406 -0.027 -1.169
H 0.634 -0.287 0.092
C 4.247 1.469 -9.818
C -1.080 -0.973 -0.679
N 0.973 1.606 1.874
H -3.898 -3.643 9.282
H 0.445 0.054 -0.104
H -0.663 1.564 -0.489
C 0.681 -7.209 -1.034
C 2.121 2.746 2.049
N -0.042 -0.069 -0.258
H -0.681 -0.565 1.599
H -2.355 2.575 -0.450
H 0.249 2.504 -1.948
C -2.534 -0.087 1.695
C -5.157 -4.513 1.854
N 4.560 4.109 -0.439
H 2.003 0.142 -0.962
H 1.695 1.122 -0.195
H -0.523 -0.683 -1.986
C 0.461 -2.309 -3.174
C 0.852 1.120 0.858
N 0.598 1.260 0.100
H -2.431 1.755 -0.279
H 1.192 -0.882 1.057
H -0.660 -0.946 1.460
C 1.480 -0.214 -1.679
C 1.817 1.245 0.772
N -0.389 -0.252 -0.126
H -0.491 0.083 0.158
H -1.095 -0.598 0.288
H -1.326 -0.312 0.635
C 5.370 3.547 -2.159
C -7.216 -7.457 -4.559
N 6.371 4.817 3.454
H -1.437 1.157 -1.410
H 1.474 -0.519 -0.006
H -4.554 -1.492 4.808
C -1.986 0.177 0.860
C -0.206 -0.160 -0.363
N -0.401 1.465 1.897
H 1.135 -0.010 -1.754
H 0.605 -0.092 -0.132
H 0.869 -1.265 -0.561
C -3.275 -2.707 -0.934
C -5.117 4.902 -0.167
N 3.638 -4.376 -0.526
H 2.100 1.082 -1.339
H 2.554 3.482 3.637
H 0.088 -2.304 -0.729
C -3.349 -1.272 0.104
C 4.751 -2.349 3.234
O -2.577 -1.174 1.377
H 0.463 1.180 -1.503
H 1.062 -0.090 0.133
H -0.658 -0.360 0.613
H 0.772 1.950 -0.828
H -1.461 0.750 -1.834
H 0.986 1.361 -1.293
C -9.690 10.863 -0.699
C 0.429 -2.354 -1.030
O 2.105 3.069 2.654
H 1.466 -2.024 -2.661
H 0.848 1.635 -2.003
H 6.585 -11.095 6.042
H 0.142 0.255 -0.432
H 1.152 1.082 -1.081
H -2.946 -1.480 -0.926

---

no.,calculated total energy (eV)
1,-106117.9597
2,-69067.8278